(1)
Molecular formula: C2H10N4O
Method: DFT, the ωB97M-V functional and the def2-TZVPD basis

## Properties
F_max: 4.10 eV/Å
2S+1: 3
total charge: 0
LUMO energy (alpha / beta): 0.03953 / -0.05208 Ha
electronic energy: -10238.152 eV

```
17
C2H10N4O the ωB97M-V functional and the def2-TZVPD basis
C -1.167 0.352 1.764
C 0.826 -0.988 -0.964
N 1.075 0.209 -1.762
N -1.300 0.829 -0.589
N 0.286 -0.671 0.321
N -0.767 0.029 0.416
O 1.753 0.815 0.837
H -2.185 0.732 1.768
H -1.091 -0.546 2.373
H -0.469 1.097 2.159
H 1.733 -1.576 -0.760
H 0.108 -1.632 -1.495
H 1.646 -0.014 -2.569
H 1.609 0.818 -1.131
H -0.668 0.782 -1.399
H -1.365 1.797 -0.280
H 2.293 0.268 1.407
```

Quick look at the Löwdin charges, all values in e: -0.043, -0.319, -0.031, 0.103, -0.077, -0.307, -0.064, 0.082, 0.086, 0.077, 0.106, 0.108, 0.076, 0.050, 0.052, 0.090, 0.011

(2)
Molecular formula: C28H37BN19O2STl
Method: DFT, the ωB97M-V functional and the def2-TZVPD basis

## Properties
F_max: 0.91 eV/Å
energy relative to the best compared isomer or geometry (same formula, charge and spin): 0.0 kcal per mole
total charge: -2
LUMO energy: 0.14858 Ha
electronic energy: -78248.652 eV

```
89
C28H37BN19O2STl the ωB97M-V functional and the def2-TZVPD basis
Tl -0.485 -0.086 0.555
C 1.394 -1.945 3.179
C 2.252 -0.779 2.810
C 3.538 -0.437 3.274
C 3.859 0.724 2.606
C 5.116 1.530 2.683
N 2.818 1.038 1.800
N 1.835 0.115 1.937
B 2.656 2.300 0.937
N 1.478 3.184 1.440
N 0.335 2.649 1.919
C -0.402 3.650 2.366
C -1.725 3.377 3.007
C 0.268 4.875 2.179
C 1.467 4.528 1.587
C 2.579 5.419 1.141
N 2.477 1.933 -0.556
N 1.461 1.143 -0.974
C 1.594 0.997 -2.283
C 0.680 0.115 -3.066
C 2.721 1.710 -2.734
C 3.259 2.282 -1.600
C 4.470 3.149 -1.479
H 1.619 -2.276 4.195
H 1.573 -2.774 2.490
H 0.336 -1.683 3.132
H 4.154 -0.975 3.977
H 5.813 1.040 3.364
H 4.930 2.542 3.048
H 5.595 1.619 1.707
H 3.659 2.959 1.023
H -1.838 2.306 3.173
H -2.555 3.733 2.388
H -1.803 3.878 3.975
H -0.065 5.870 2.435
H 2.347 6.449 1.414
H 2.715 5.377 0.058
H 3.531 5.143 1.597
H -0.292 0.019 -2.587
H 1.091 -0.894 -3.135
H 0.542 0.501 -4.079
H 3.103 1.778 -3.740
H 4.925 3.264 -2.464
H 5.212 2.717 -0.806
H 4.228 4.142 -1.096
N -1.197 -3.466 -1.905
C -2.141 -2.540 -2.300
N -3.105 -2.902 -3.160
N -3.817 -1.785 -3.350
N -3.322 -0.822 -2.641
N -2.244 -1.266 -1.941
C 0.050 -3.317 -1.296
N 0.938 -4.296 -1.440
N 2.007 -3.874 -0.741
N 1.769 -2.717 -0.222
N 0.511 -2.324 -0.542
H -1.271 -4.336 -2.405
O -2.098 -0.520 3.247
O -3.543 -0.904 3.248
C -3.174 2.466 -4.156
N -2.503 2.872 -2.941
C -1.955 4.097 -2.631
C -1.436 3.963 -1.372
N -1.653 2.690 -0.914
C -2.300 2.069 -1.869
H -2.534 2.638 -5.022
H -4.110 3.014 -4.289
H -3.392 1.400 -4.080
H -1.979 4.922 -3.323
H -0.892 4.683 -0.780
H -2.624 1.036 -1.869
N -3.381 0.891 1.455
C -4.056 -0.102 0.946
S -3.919 -1.587 1.862
N -4.864 0.085 -0.100
C -5.661 -0.875 -0.750
C -6.803 -0.431 -1.408
C -7.612 -1.332 -2.077
C -7.282 -2.681 -2.094
C -6.133 -3.110 -1.450
C -5.315 -2.215 -0.783
H -2.706 0.651 2.219
H -3.265 1.777 0.981
H -5.028 1.046 -0.358
H -7.057 0.624 -1.389
H -8.506 -0.979 -2.576
H -7.904 -3.389 -2.626
H -5.842 -4.151 -1.485
H -4.389 -2.563 -0.339
```

Quick look at the Löwdin charges, all values in e: 0.797, -0.044, -0.354, -0.003, -0.292, -0.047, 0.030, 0.037, -0.517, 0.031, 0.105, -0.368, -0.042, -0.022, -0.304, -0.042, 0.027, 0.061, -0.351, -0.042, -0.007, -0.294, -0.041, 0.067, 0.061, 0.046, 0.091, 0.067, 0.071, 0.069, 0.101, 0.056, 0.064, 0.069, 0.088, 0.068, 0.067, 0.069, 0.020, 0.078, 0.070, 0.091, 0.069, 0.069, 0.056, 0.114, -0.498, -0.001, -0.121, -0.134, 0.010, -0.514, -0.024, -0.145, -0.107, -0.074, 0.108, -0.424, -0.634, -0.032, -0.132, -0.091, -0.146, 0.050, -0.204, 0.084, 0.079, 0.071, 0.098, 0.088, 0.062, 0.117, -0.591, 1.022, 0.104, -0.264, -0.037, -0.100, -0.103, -0.078, -0.085, 0.000, 0.096, 0.152, 0.105, 0.093, 0.092, 0.107, 0.067

(3)
Molecular formula: C24H23N4O3RuSe3Te
Method: DFT, the ωB97M-V functional and the def2-TZVPD basis

## Properties
F_max: 0.40 eV/Å
2S+1: 5
total charge: +1
LUMO energy (alpha / beta): -0.13484 / -0.18152 Ha
electronic energy: -243271.710 eV

```
59
C24H23N4O3RuSe3Te the ωB97M-V functional and the def2-TZVPD basis
Ru 0.983 0.055 -0.662
O -0.897 0.113 1.286
C -0.522 -0.379 2.579
C -0.505 -1.893 2.648
C 0.409 -2.573 1.615
C 1.796 -2.005 1.625
C 2.684 -2.354 2.638
C 3.927 -1.762 2.717
C 4.284 -0.831 1.751
C 3.382 -0.571 0.747
N 2.151 -1.118 0.679
H -1.797 -0.170 1.082
H -1.190 0.024 3.343
H 0.471 0.036 2.757
H -1.520 -2.277 2.514
H -0.199 -2.169 3.662
H -0.010 -2.478 0.617
H 0.465 -3.638 1.842
H 2.373 -3.089 3.368
H 4.611 -2.022 3.514
H 5.242 -0.333 1.759
H 3.642 0.125 -0.039
C -5.268 5.717 4.802
O -4.572 6.893 4.390
C -3.875 6.859 3.246
C -3.215 8.046 2.905
C -2.495 8.117 1.741
C -2.365 6.990 0.922
C -3.053 5.818 1.242
C -3.807 5.745 2.398
N -1.622 7.188 -0.261
N -1.089 6.254 -0.877
C -0.610 5.077 -0.399
C -0.013 4.971 0.889
C 0.634 3.842 1.284
C 0.728 2.717 0.405
O 1.386 1.686 0.685
C 0.086 2.804 -0.898
N 0.173 1.688 -1.665
C -0.271 1.748 -2.911
C -0.840 2.911 -3.442
C -0.976 4.027 -2.657
C -0.503 3.980 -1.337
H -5.721 5.960 5.756
H -4.576 4.883 4.926
H -6.046 5.458 4.082
H -3.307 8.896 3.566
H -2.001 9.035 1.448
H -3.028 4.969 0.572
H -4.353 4.843 2.622
H -0.067 5.824 1.552
H 1.110 3.774 2.252
H -0.196 0.843 -3.495
H -1.176 2.906 -4.470
H -1.417 4.938 -3.040
Se -0.915 -1.349 -1.512
Se -0.866 -1.638 -3.789
Te 1.585 -1.621 -4.412
Se 2.652 -0.411 -2.627
```

Quick look at the Löwdin charges, all values in e: 0.728, -0.164, -0.235, -0.158, -0.147, -0.258, -0.003, -0.032, -0.035, -0.166, -0.036, 0.078, 0.122, 0.116, 0.122, 0.121, 0.005, 0.127, 0.126, 0.119, 0.117, 0.060, -0.051, -0.054, -0.267, 0.022, -0.001, -0.273, -0.011, 0.006, 0.126, 0.102, -0.200, 0.014, 0.042, -0.313, -0.076, -0.128, -0.062, -0.149, 0.004, 0.030, -0.081, 0.098, 0.097, 0.100, 0.130, 0.124, 0.121, 0.108, 0.128, 0.129, -0.015, 0.123, 0.125, 0.102, -0.087, 0.447, -0.020

Question: Among the records above, which one has the lowest total charge?
Answer: C28H37BN19O2STl

What did the third record say?
Molecular formula: C24H23N4O3RuSe3Te
Method: DFT, the ωB97M-V functional and the def2-TZVPD basis

## Properties
F_max: 0.40 eV/Å
2S+1: 5
total charge: +1
LUMO energy (alpha / beta): -0.13484 / -0.18152 Ha
electronic energy: -243271.710 eV

```
59
C24H23N4O3RuSe3Te the ωB97M-V functional and the def2-TZVPD basis
Ru 0.983 0.055 -0.662
O -0.897 0.113 1.286
C -0.522 -0.379 2.579
C -0.505 -1.893 2.648
C 0.409 -2.573 1.615
C 1.796 -2.005 1.625
C 2.684 -2.354 2.638
C 3.927 -1.762 2.717
C 4.284 -0.831 1.751
C 3.382 -0.571 0.747
N 2.151 -1.118 0.679
H -1.797 -0.170 1.082
H -1.190 0.024 3.343
H 0.471 0.036 2.757
H -1.520 -2.277 2.514
H -0.199 -2.169 3.662
H -0.010 -2.478 0.617
H 0.465 -3.638 1.842
H 2.373 -3.089 3.368
H 4.611 -2.022 3.514
H 5.242 -0.333 1.759
H 3.642 0.125 -0.039
C -5.268 5.717 4.802
O -4.572 6.893 4.390
C -3.875 6.859 3.246
C -3.215 8.046 2.905
C -2.495 8.117 1.741
C -2.365 6.990 0.922
C -3.053 5.818 1.242
C -3.807 5.745 2.398
N -1.622 7.188 -0.261
N -1.089 6.254 -0.877
C -0.610 5.077 -0.399
C -0.013 4.971 0.889
C 0.634 3.842 1.284
C 0.728 2.717 0.405
O 1.386 1.686 0.685
C 0.086 2.804 -0.898
N 0.173 1.688 -1.665
C -0.271 1.748 -2.911
C -0.840 2.911 -3.442
C -0.976 4.027 -2.657
C -0.503 3.980 -1.337
H -5.721 5.960 5.756
H -4.576 4.883 4.926
H -6.046 5.458 4.082
H -3.307 8.896 3.566
H -2.001 9.035 1.448
H -3.028 4.969 0.572
H -4.353 4.843 2.622
H -0.067 5.824 1.552
H 1.110 3.774 2.252
H -0.196 0.843 -3.495
H -1.176 2.906 -4.470
H -1.417 4.938 -3.040
Se -0.915 -1.349 -1.512
Se -0.866 -1.638 -3.789
Te 1.585 -1.621 -4.412
Se 2.652 -0.411 -2.627
```

Quick look at the Löwdin charges, all values in e: 0.728, -0.164, -0.235, -0.158, -0.147, -0.258, -0.003, -0.032, -0.035, -0.166, -0.036, 0.078, 0.122, 0.116, 0.122, 0.121, 0.005, 0.127, 0.126, 0.119, 0.117, 0.060, -0.051, -0.054, -0.267, 0.022, -0.001, -0.273, -0.011, 0.006, 0.126, 0.102, -0.200, 0.014, 0.042, -0.313, -0.076, -0.128, -0.062, -0.149, 0.004, 0.030, -0.081, 0.098, 0.097, 0.100, 0.130, 0.124, 0.121, 0.108, 0.128, 0.129, -0.015, 0.123, 0.125, 0.102, -0.087, 0.447, -0.020